Model 1:
{"formula": "C3H4N2OS", "method": "ωB97M-V with the def2-TZVPD basis set", "symbols": ["C", "C", "C", "H", "H", "H", "H", "N", "N", "O", "S"], "xyz": [[2.9915, -0.2874, -0.0101], [0.6170, 0.1323, -0.0356], [-1.6107, 0.4044, -0.0512], [3.7131, -1.1246, -0.1105], [1.3856, -1.7084, 0.2318], [0.8252, 1.1882, 0.0173], [-1.3319, 1.4580, -0.0268], [1.6825, -0.7481, -0.0146], [-0.5385, -0.4271, -0.0185], [3.3083, 0.8723, 0.0423], [-3.1908, -0.0038, 0.0227]], "mulliken_charge": [0.121, 0.053, -0.029, 0.339, 0.291, 0.296, 0.211, -0.122, -0.429, -0.493, -0.238], "homo_energy_ev": -8.76, "smiles": "O=CN/C=N/C=S", "gap_ev": 7.84}


Model 2:
{"formula": "C3H4N2OS", "method": "ωB97M-V with the def2-TZVPD basis set", "symbols": ["C", "C", "C", "H", "H", "H", "H", "N", "N", "O", "S"], "xyz": [[-0.0064, 0.7141, -0.4690], [1.5519, 0.1247, 0.7884], [-0.1813, -0.5864, -0.1830], [-1.8198, 1.9574, -0.6293], [2.3842, 0.0221, 1.6389], [0.7075, -1.7551, 1.1203], [-2.0798, -0.7970, -0.8386], [1.0585, 1.1459, 0.1382], [0.7719, -1.0072, 0.4033], [-1.2692, -1.3031, -0.4368], [-1.1174, 1.4847, -1.5325]], "mulliken_charge": [0.309, -0.206, 0.452, 0.113, 0.276, 0.312, 0.332, -0.603, -0.076, -0.585, -0.324], "homo_energy_ev": -8.14, "smiles": "Oc1[nH]cnc1S", "gap_ev": 8.74}


Which structure above is the least stable? It is model 2.